8 unconnected molecules or ions with the total composition C19H39N2O17S in a non-equilibrium geometry. Source: the OMol25 dataset; level of theory: ωB97M-V with the def2-TZVPD basis set.

Geometry (Å):
N (0.00969, -0.33538, 4.25025)
H (-0.96672, -0.11661, 4.38760)
H (0.27758, -1.29968, 4.38616)
H (0.53955, 0.22383, 4.90342)
H (0.45350, -0.07904, 3.37995)
N (1.87693, 2.34459, 1.84142)
H (1.43646, 3.17067, 1.46237)
H (1.99063, 2.42946, 2.84140)
H (2.82051, 2.26917, 1.48919)
H (1.39705, 1.49549, 1.57904)
C (-0.45197, -0.16864, 0.62800)
O (0.59185, -0.07775, 1.54771)
H (-0.67528, 0.75980, 0.10243)
H (-0.21051, -0.75261, -0.26013)
H (-1.37896, -0.39829, 1.15339)
C (-4.21666, 2.09203, 1.10002)
C (-5.17134, 1.11170, 1.71953)
C (-4.71997, -0.31391, 2.10553)
O (-5.49320, -0.61903, 3.25823)
C (-5.93817, 0.55919, 3.79687)
O (-6.52757, 0.61025, 4.83619)
O (-5.68596, 1.60611, 2.96599)
H (-3.82793, 1.84644, 0.11175)
H (-3.49281, 2.43542, 1.83909)
H (-4.78980, 2.98998, 0.86919)
H (-6.01472, 1.07431, 1.03002)
H (-3.64965, -0.47389, 2.23556)
H (-5.04623, -0.98869, 1.31412)
C (-0.49801, 1.69528, -3.21182)
C (0.05522, 3.10048, -3.07497)
C (-0.94566, 4.16057, -2.64659)
O (-0.25715, 4.91776, -1.66869)
C (0.74365, 4.15076, -1.10812)
O (1.32619, 4.24948, -0.05274)
O (0.94298, 3.15359, -1.96207)
H (-1.42465, 1.74150, -3.78393)
H (-0.66126, 1.16646, -2.27278)
H (0.19706, 1.05650, -3.75675)
H (0.62250, 3.38231, -3.96203)
H (-1.83893, 3.69161, -2.23397)
H (-1.29806, 4.78521, -3.46740)
C (3.15345, -2.85355, 0.54880)
C (2.05261, -3.22840, 1.53364)
C (0.74350, -3.60134, 0.93336)
O (0.54352, -4.89704, 1.30233)
C (1.43878, -5.36606, 1.97779)
O (1.45704, -6.54408, 2.35378)
O (2.40017, -4.47520, 2.13515)
H (3.38354, -3.81364, 0.08688)
H (4.02114, -2.43814, 1.06130)
H (2.77337, -2.14842, -0.19042)
H (1.85493, -2.57331, 2.38211)
H (0.72894, -3.35191, -0.12762)
H (-0.08444, -3.02131, 1.34102)
C (4.36126, 1.25097, -2.93318)
C (3.93396, 1.52218, -1.55700)
C (3.20425, 0.35994, -0.89026)
O (3.94345, 0.26270, 0.29897)
C (4.94445, 1.09403, 0.38001)
O (5.72856, 1.15931, 1.34442)
O (5.00669, 1.77252, -0.76823)
H (3.45829, 1.29586, -3.54205)
H (4.72416, 0.23249, -3.07140)
H (5.07322, 1.93141, -3.40030)
H (3.27773, 2.39089, -1.50395)
H (3.44708, -0.52207, -1.48288)
H (2.12475, 0.37276, -0.73991)
C (-1.94605, -3.32018, -1.53258)
C (-2.66165, -1.98434, -2.05065)
O (-1.68708, -1.27492, -2.78902)
S (-0.33442, -2.16732, -3.16479)
O (0.89921, -1.78030, -2.49886)
O (-0.29199, -2.36758, -4.59683)
O (-0.92122, -3.50757, -2.47297)
H (-2.67145, -4.12718, -1.63573)
H (-1.65353, -3.31326, -0.48259)
H (-3.02412, -1.36914, -1.22709)
H (-3.50208, -2.24509, -2.69390)

Results
F_max in eV/Å: 8.34
HOMO energy (alpha / beta) in eV: -3.660 / -8.624
Multiplicity: 2
⟨S²⟩: 0.750
Energy in Eh: -2533.958569
Orbital gap (alpha / beta) in eV: 3.44 / 8.37
Energy above the lowest of the compared OMol25 structures with the same formula, charge and spin in kJ/mol: 0.0


A molecular structure, C4H4CuLiO3 in a non-equilibrium geometry. Source: the OMol25 dataset; level of theory: ωB97M-V with the def2-TZVPD basis set.

Geometry (Å):
O (0.72025, 1.06760, 0.03571)
C (1.83792, 0.31660, 0.10700)
C (-0.50115, 0.47185, 0.30867)
O (2.92430, 0.88370, -0.05163)
O (1.73665, -0.92878, 0.34106)
C (-1.18978, -0.14161, -0.78384)
Li (3.75564, -0.90377, 0.17749)
H (-0.63007, 0.32725, 1.38561)
H (-0.84011, -0.19694, -1.81548)
C (-2.36624, 0.35823, -0.18991)
H (-2.82681, -0.16338, 0.65274)
H (-2.89498, 1.18894, -0.66020)
Cu (0.27437, -2.27972, 0.49277)

Results
F_max in eV/Å: 3.18
HOMO energy (alpha / beta) in eV: -10.653 / -13.715
Multiplicity: 2
⟨S²⟩: 0.773
Charge: +1
Energy in Eh: -2028.211092
Orbital gap (alpha / beta) in eV: 5.61 / 8.54
Energy above the lowest of the compared OMol25 structures with the same formula, charge and spin in kJ/mol: 118.9


A molecular structure, C29H46BrMgN3P2 in a non-equilibrium geometry. Source: the OMol25 dataset; level of theory: ωB97M-V with the def2-TZVPD basis set.

Geometry (Å):
N (1.95313, -5.97998, -2.31626)
C (2.30702, -5.58424, -1.08993)
C (1.82963, -4.39431, -0.50670)
C (0.93600, -3.55116, -1.22235)
C (0.59394, -3.97643, -2.53542)
C (1.17169, -5.17273, -3.04378)
C (0.45512, -2.30312, -0.61881)
Mg (0.04289, -0.00871, 0.31829)
P (-2.28718, 2.18714, 1.28411)
C (-0.70684, -1.54932, -0.92967)
C (-1.99180, -1.85331, -0.26657)
C (-3.23718, -1.41502, -0.78757)
C (-4.42566, -1.64526, -0.09678)
C (-4.43525, -2.32600, 1.13981)
C (-3.20377, -2.77547, 1.63232)
C (-2.00128, -2.52243, 0.97588)
Br (-5.99108, -2.59433, 2.08051)
H (0.95174, -2.12926, 0.33853)
H (-0.75640, -0.85252, -1.77672)
H (2.13365, -4.17189, 0.50572)
H (-0.15463, -3.41793, -3.11063)
H (2.99189, -6.25833, -0.55046)
H (0.96662, -5.50526, -4.07419)
H (-3.27713, -0.95328, -1.77173)
H (-1.05841, -2.85925, 1.43252)
H (-5.37896, -1.32734, -0.49361)
H (-3.22547, -3.33570, 2.56645)
P (1.50293, 1.12657, -1.61342)
C (-2.61648, 0.62926, 2.10854)
C (-3.84292, 0.82922, 3.02239)
H (-1.70811, 0.40677, 2.69488)
H (-2.77615, -0.18244, 1.37992)
H (-3.85506, 0.07982, 3.81780)
H (-3.80384, 1.82648, 3.47524)
H (-4.78997, 0.74951, 2.47784)
C (-2.86860, 1.99040, -0.40471)
C (-3.85282, 3.11474, -0.77318)
H (-3.37987, 1.01753, -0.45651)
H (-2.00455, 1.94797, -1.08617)
H (-4.32565, 2.91831, -1.74451)
H (-4.65051, 3.17857, -0.02105)
H (-3.35457, 4.09188, -0.82150)
C (-0.62117, 2.81819, 1.45829)
C (-0.67508, 4.14482, 2.25825)
H (-0.16915, 2.98365, 0.46700)
H (-0.00980, 2.07180, 1.99600)
H (0.26491, 4.70345, 2.18737)
H (-1.47830, 4.79806, 1.89033)
H (-0.86404, 3.96169, 3.32411)
C (2.40001, 2.46494, -0.77688)
C (3.29494, 3.29084, -1.70892)
H (2.99538, 2.07088, 0.05354)
H (1.64720, 3.08830, -0.26855)
H (4.18849, 2.71276, -2.00419)
H (2.73662, 3.65029, -2.59454)
H (3.66176, 4.16205, -1.14385)
C (0.30576, 2.14008, -2.57102)
C (-0.77907, 1.30299, -3.23494)
H (0.91341, 2.64909, -3.34547)
H (-0.12805, 2.91488, -1.90682)
H (-0.43275, 0.83576, -4.16772)
H (-1.17118, 0.51344, -2.58745)
H (-1.65043, 1.91767, -3.48008)
C (2.54350, 0.65869, -3.09255)
C (3.63875, -0.32416, -2.74075)
H (2.96353, 1.58323, -3.53192)
H (1.85926, 0.18114, -3.81676)
H (4.07144, -0.72606, -3.66462)
H (4.46008, 0.14282, -2.18234)
H (3.25582, -1.17703, -2.16423)
C (2.99354, -1.04419, 4.80310)
N (2.84559, -0.69150, 3.40233)
C (3.87319, -0.39097, 2.50268)
C (3.25832, -0.01531, 1.34366)
N (1.87621, -0.16903, 1.47522)
C (1.65562, -0.55594, 2.75333)
H (3.70577, -1.86726, 4.94697)
H (3.37223, -0.19021, 5.38463)
H (1.99966, -1.31590, 5.18109)
H (4.92663, -0.45781, 2.74380)
H (3.72838, 0.39030, 0.45869)
H (0.66692, -0.67558, 3.21471)

Results
F_max in eV/Å: 2.21
HOMO energy (alpha / beta) in eV: -12.769 / -12.768
Charge: +2
Energy in Eh: -4753.068606
Orbital gap (alpha / beta) in eV: 4.62 / 4.61
Energy above the lowest of the compared OMol25 structures with the same formula, charge and spin in kJ/mol: 332.6


2 unconnected molecules or ions with the total composition C4H9NO in a non-equilibrium geometry. Source: the OMol25 dataset; level of theory: ωB97M-V with the def2-TZVPD basis set.

Geometry (Å):
N (0.76730, -1.04925, -0.53721)
C (0.41862, 0.27343, -0.41900)
C (0.52463, 1.14209, -1.45688)
C (0.46847, 2.60283, -1.34964)
C (0.28751, 3.40107, -2.39744)
H (0.28558, -1.71686, 0.00356)
H (1.17212, -1.30075, -1.42607)
H (-0.21625, 0.69697, 0.34894)
H (0.84274, 0.81882, -2.43861)
H (0.88707, 2.93792, -0.40170)
H (0.19673, 4.48425, -2.34217)
H (-0.02699, 3.09643, -3.38706)
H (-2.70764, -4.54371, 5.05774)
H (-1.70980, -4.83382, 3.86719)
O (-1.79075, -4.57666, 4.80733)

Results
F_max in eV/Å: 2.70
HOMO energy in eV: -7.571
Energy in Eh: -287.736496
Orbital gap in eV: 8.30
SMILES: C=C/C=C/N.O
Energy above the lowest of the compared OMol25 structures with the same formula, charge and spin in kJ/mol: 251.9


A molecular structure, C15H22Br2N5OTi in a non-equilibrium geometry. Source: the OMol25 dataset; level of theory: ωB97M-V with the def2-TZVPD basis set.

Geometry (Å):
Ti (-0.40849, 0.54903, 0.57355)
N (0.13991, 1.75085, 2.22407)
C (-1.05780, 2.23287, 2.95709)
C (-2.19318, 2.35716, 1.94714)
N (-2.30433, 1.13275, 1.10060)
C (-3.07723, 1.44266, -0.13938)
C (-2.78576, 0.41369, -1.23023)
N (-1.31808, 0.22923, -1.29412)
C (-2.91059, -0.01895, 1.83126)
C (-1.88251, -0.96115, 2.47454)
N (-0.82986, -1.31536, 1.49075)
H (0.84492, 1.38928, 2.86089)
H (0.60269, 2.54247, 1.77358)
H (-0.89123, 3.19896, 3.43328)
H (-1.30713, 1.52386, 3.74277)
H (-1.96827, 3.20023, 1.28923)
H (-3.13807, 2.57545, 2.45060)
H (-2.75421, 2.42089, -0.50135)
H (-4.14872, 1.50768, 0.06577)
H (-3.20123, 0.77576, -2.17062)
H (-3.25755, -0.54512, -1.01952)
H (-0.90015, 0.92266, -1.91354)
H (-1.02297, -0.65535, -1.70740)
H (-3.49694, -0.60031, 1.12056)
H (-3.59886, 0.33353, 2.60329)
H (-2.41498, -1.84118, 2.83752)
H (-1.39775, -0.50618, 3.33449)
H (-1.16154, -2.03946, 0.86011)
H (-0.02816, -1.71304, 1.97030)
Br (3.54383, 0.94620, 1.74567)
C (3.52641, 0.00471, 0.10155)
C (4.73137, -0.39611, -0.47818)
C (4.71457, -1.08503, -1.65935)
Br (6.36178, -1.59974, -2.41737)
C (3.49373, -1.41252, -2.29939)
C (3.40512, -2.14450, -3.50400)
C (2.17767, -2.42692, -4.03046)
C (1.03148, -1.97515, -3.35893)
N (1.05840, -1.28474, -2.23870)
C (2.27620, -0.99747, -1.70408)
C (2.30412, -0.25727, -0.48339)
O (1.13993, 0.14833, 0.07288)
H (5.66974, -0.16270, 0.00436)
H (4.30687, -2.47786, -3.99876)
H (2.07639, -2.98703, -4.94885)
H (0.05049, -2.19511, -3.76824)

Results
F_max in eV/Å: 4.02
HOMO energy (alpha / beta) in eV: -13.626 / -13.621
Multiplicity: 2
⟨S²⟩: 0.753
Charge: +2
Energy in Eh: -6930.881701
Orbital gap (alpha / beta) in eV: 7.32 / 7.48
Energy above the lowest of the compared OMol25 structures with the same formula, charge and spin in kJ/mol: 158.7